(1)
Molecular formula: C3H12O3
Method: DFT, the ωB97M-V functional and the def2-TZVPD basis

Geometry (Å):
1 O 1.02658 1.48995 2.90962
2 O -1.87063 0.74808 -2.50422
3 O -0.99551 0.01188 -0.14314
4 C 0.19870 -2.08134 -0.26248
5 C 1.33983 0.17838 -0.25081
6 C 0.18440 -0.61852 0.26590
7 H 1.82134 1.02754 3.18120
8 H 1.24542 -2.48759 0.04589
9 H 1.17031 1.50842 2.00161
10 H -1.86843 -0.40305 -0.05651
11 H 0.94541 1.26110 -0.57360
12 H -1.44796 0.47315 -1.57368
13 H 0.03859 -0.65022 1.42791
14 H -1.08514 1.27770 -2.62410
15 H 1.68507 -0.36373 -1.18702
16 H -0.78868 -2.67136 -0.28922
17 H 0.46093 -2.04546 -1.31418
18 H 2.20199 0.20307 0.34802

Forces on atoms 1 to 2 (eV/Å):
-0.036 -0.222 2.185
1.511 -0.683 2.720

- multiplicity = 1
- HOMO-LUMO gap (Eh) = 0.40254
- HOMO level (eV) = -10.42
- charge = 0

---

(2)
Molecular formula: C3H12O3
Method: DFT, the ωB97M-V functional and the def2-TZVPD basis

Geometry (Å):
1 O 3.73728 -3.56676 -4.57912
2 O -0.29666 2.76140 -0.23732
3 O -0.64401 -2.71321 2.48110
4 C -1.00576 1.73872 0.35198
5 C -2.35532 2.22766 0.82395
6 C -0.13505 0.90245 1.28364
7 H -1.18639 1.03511 -0.53303
8 H -0.09464 1.35317 2.28221
9 H -0.34350 -2.53905 3.38243
10 H 3.55823 -4.19813 -3.87464
11 H -2.25359 2.53288 1.84874
12 H -1.35772 -3.34841 2.63198
13 H 0.53177 2.41062 -0.62847
14 H -3.06605 1.39934 0.74132
15 H -2.77364 2.99512 0.19031
16 H 0.91340 1.00334 0.95582
17 H 4.67708 -3.34248 -4.58589
18 H -0.33207 -0.16468 1.35870

Forces on atoms 1 to 2 (eV/Å):
-0.142 0.262 -0.170
-0.220 -0.580 -0.277

- <S²> = 0.755
- multiplicity = 2
- HOMO-LUMO gap (alpha / beta) (Eh) = 0.35285 / 0.12791
- HOMO level (alpha / beta) (eV) = -13.24 / -13.24
- charge = +1

---

(3)
Molecular formula: C3H12O4
Method: DFT, the ωB97M-V functional and the def2-TZVPD basis

Geometry (Å):
1 O -2.05032 0.52179 1.06347
2 O 2.02770 -6.39354 -0.08695
3 O 2.00286 2.46304 -1.05476
4 O -0.58099 -1.95486 0.42156
5 C -0.03430 1.27659 -0.28536
6 C -1.30346 1.67370 0.43223
7 C 0.61916 2.56478 -0.75724
8 H 0.10060 3.03656 -1.65890
9 H 0.19964 -1.82517 0.83538
10 H 0.48059 3.34073 -0.04901
11 H 1.20109 -6.20444 0.45590
12 H -0.24407 0.68140 -1.15074
13 H 1.65330 -6.94621 -0.73154
14 H -1.09574 -1.21912 0.80152
15 H 2.44883 3.02677 -0.45278
16 H -1.11839 2.49218 1.08774
17 H 0.69723 0.62899 0.42295
18 H -2.95710 0.79549 0.98467
19 H -2.04661 2.04131 -0.27816

Forces on atoms 1 to 2 (eV/Å):
1.989 1.451 -0.407
-1.315 1.392 2.458

- multiplicity = 1
- HOMO-LUMO gap (Eh) = 0.41622
- HOMO level (eV) = -10.65
- charge = 0

---

(4)
Molecular formula: C3H12O4
Method: DFT, the ωB97M-V functional and the def2-TZVPD basis

Geometry (Å):
1 O 1.10838 0.20280 -4.10045
2 O -1.03938 6.03369 0.30591
3 O 2.02161 -6.09167 3.34108
4 O 1.15813 -2.98645 5.28803
5 C -0.76409 0.44850 -1.64531
6 C -0.06210 0.45815 -3.98208
7 C -0.70451 1.32084 -2.88103
8 H 1.18115 -2.72453 6.21286
9 H 1.28202 -6.68030 3.12753
10 H -0.65063 0.32227 -4.91745
11 H -1.74990 1.62037 -3.16495
12 H -0.06963 2.21349 -2.94414
13 H -1.19047 6.21752 -0.62900
14 H 0.16858 0.15543 -1.10138
15 H -1.47436 -0.38041 -1.61856
16 H 1.74232 -5.75453 4.20051
17 H 1.63221 -2.38062 4.72587
18 H -1.14153 1.18963 -0.91728
19 H -1.44780 6.81582 0.69983

Forces on atoms 1 to 2 (eV/Å):
0.014 -0.298 1.110
-0.315 0.523 -0.241

- multiplicity = 1
- HOMO-LUMO gap (Eh) = 0.37342
- HOMO level (eV) = -9.48
- charge = 0

---

(5)
Molecular formula: C3H12O5
Method: DFT, the ωB97M-V functional and the def2-TZVPD basis

Geometry (Å):
1 O 0.00433 0.11179 2.10136
2 O -0.90954 2.36463 -0.64135
3 O -0.11091 -2.76711 -1.01833
4 O 1.74656 1.89337 -1.34933
5 O -2.05301 0.02826 0.33900
6 C 0.24156 -2.10993 0.20043
7 C 0.95417 0.04535 1.25963
8 C 0.79747 -0.72933 0.01446
9 H -1.33441 -0.02670 1.03694
10 H -0.60898 -2.07748 0.89287
11 H -0.99449 1.70910 -1.34641
12 H 1.81175 0.72502 1.38040
13 H -2.79422 0.24363 0.93657
14 H 1.64445 -0.60382 -0.66209
15 H 0.94172 -2.78183 0.71372
16 H 0.09572 -0.11523 -0.59453
17 H 0.83842 2.20328 -1.24040
18 H -0.81089 -2.26023 -1.44518
19 H -1.59571 2.00353 -0.06863
20 H 2.13600 2.14369 -0.50911

Forces on atoms 1 to 2 (eV/Å):
-1.909 0.150 0.849
-0.455 0.292 -0.722

- <S²> = 0.753
- multiplicity = 2
- HOMO-LUMO gap (alpha / beta) (Eh) = 0.14334 / 0.28051
- HOMO level (alpha / beta) (eV) = -0.18 / -4.13
- charge = -1

---

(6)
Molecular formula: C3H12Si2
Method: DFT, the ωB97M-V functional and the def2-TZVPD basis

Geometry (Å):
1 Si -0.65359 -2.01331 -1.66154
2 Si -0.23734 0.62905 1.06565
3 C -0.97342 1.97133 0.03445
4 C 1.11695 0.96764 2.40530
5 C 0.91999 -1.12053 -1.57128
6 H -1.05191 -0.62604 1.11912
7 H 0.84933 1.54564 3.25474
8 H 1.46822 -0.09207 2.89517
9 H -1.62346 -1.08562 -2.38727
10 H -0.37993 2.68152 -0.49440
11 H -1.14765 1.35517 -0.89870
12 H -1.22944 -2.82066 -0.41925
13 H -0.18894 -3.13815 -2.48529
14 H 1.28993 -0.31411 -2.13074
15 H 1.95939 1.38568 1.81691
16 H -1.88195 2.32449 0.49231
17 H 1.76382 -1.65004 -1.03517

Forces on atoms 1 to 2 (eV/Å):
-0.316 -0.402 0.098
1.800 -1.060 -0.371

- multiplicity = 1
- HOMO-LUMO gap (alpha / beta) (Eh) = 0.29793 / 0.23834
- HOMO level (alpha / beta) (eV) = -7.97 / -6.60
- charge = 0

---

(7)
Molecular formula: C3H13BrSi3
Method: DFT, the ωB97M-V functional and the def2-TZVPD basis

Geometry (Å):
1 Br 0.59186 2.98748 1.80195
2 Si 3.09499 0.36805 1.11328
3 Si -0.75400 0.17281 -0.18775
4 Si 1.19139 1.35504 0.33866
5 C -1.85703 1.43004 -1.13277
6 C -1.78172 -0.68344 1.27866
7 C -0.30787 -1.46342 -1.28904
8 H -1.93593 2.35360 -0.58197
9 H -2.70937 -1.01056 0.94320
10 H -1.83805 -0.07632 2.16534
11 H -1.55816 1.54105 -2.13731
12 H -0.45082 -1.26224 -2.37452
13 H 4.11859 1.25846 0.56823
14 H 0.72490 -1.93589 -1.31166
15 H -1.31390 -1.59455 1.55840
16 H 3.59703 0.16426 2.48285
17 H 3.12858 -0.95112 0.55999
18 H -1.09302 -2.30858 -0.96164
19 H -2.86748 0.90841 -0.93136
20 H 1.11089 2.81351 -1.28600

Forces on atoms 1 to 2 (eV/Å):
0.106 -0.103 -0.569
0.403 0.440 0.696

- <S²> = 2.005
- multiplicity = 3
- HOMO-LUMO gap (alpha / beta) (Eh) = 0.25963 / 0.23095
- HOMO level (alpha / beta) (eV) = -6.63 / -9.31
- charge = 0

---

(8)
Molecular formula: C3H13N2O
Method: DFT, the ωB97M-V functional and the def2-TZVPD basis

Geometry (Å):
1 O 2.15140 -0.14645 1.74539
2 N 0.80517 0.37829 -0.88625
3 N -0.50761 -2.15853 -0.52887
4 C -0.77738 -0.87387 0.27976
5 C -1.07138 1.69981 -0.15302
6 C -0.68358 0.42783 -0.78477
7 H 0.09265 -0.63618 0.89373
8 H -0.36824 2.27365 0.39626
9 H -1.19129 -2.12346 -1.36598
10 H 1.28092 1.15726 -0.44300
11 H 1.82678 -0.77362 2.43079
12 H 3.15035 0.15024 1.75351
13 H -1.17629 0.47250 -1.58951
14 H -1.78654 -0.88883 0.60820
15 H -0.83587 -2.99439 -0.06893
16 H -1.38429 2.69303 -0.64537
17 H 1.20410 -0.48369 -0.43093
18 H -1.77597 1.57164 0.69122
19 H 1.04707 0.25478 -1.90223

Forces on atoms 1 to 2 (eV/Å):
1.678 0.793 -0.633
1.432 -1.378 -2.897

- multiplicity = 1
- HOMO-LUMO gap (Eh) = 0.40125
- HOMO level (eV) = -14.03
- charge = +1

---

(9)
Molecular formula: C3H13N2O
Method: DFT, the ωB97M-V functional and the def2-TZVPD basis

Geometry (Å):
1 O -1.09781 -2.43917 -1.55987
2 N -0.37077 -0.02251 -0.17110
3 N 1.64703 0.01846 1.53920
4 C 1.45466 1.30301 0.88662
5 C 0.62402 1.15096 -0.37819
6 C -1.84569 0.27558 -0.19516
7 H -0.04564 1.98547 -0.58609
8 H 2.38594 1.80396 0.62766
9 H -0.09995 -0.41804 0.73882
10 H 0.97990 0.96773 -1.39426
11 H -2.24073 -0.09651 0.74389
12 H -2.02612 1.32430 -0.39522
13 H -1.69598 -3.11892 -1.91435
14 H 1.90911 0.05935 2.51459
15 H 2.31640 -0.62130 1.15779
16 H -2.27550 -0.33817 -0.98045
17 H -0.09560 -0.69364 -0.88190
18 H 0.81207 1.83062 1.59290
19 H -0.33531 -2.97119 -1.34488

Forces on atoms 1 to 2 (eV/Å):
-0.367 -0.363 -0.170
0.627 0.972 -0.111

- multiplicity = 1
- HOMO-LUMO gap (Eh) = 0.41133
- HOMO level (eV) = -14.13
- charge = +1

---

(10)
Molecular formula: C3H13N2O
Method: DFT, the ωB97M-V functional and the def2-TZVPD basis

Geometry (Å):
1 O 0.04209 2.60115 1.71209
2 N 1.58224 -1.33071 -0.32997
3 N -0.61142 -0.20176 1.00861
4 C -0.29334 -0.10458 -1.37942
5 C 0.54604 -1.36838 -1.36301
6 C -1.35134 -0.11636 -0.26728
7 H 0.39806 3.27729 1.13847
8 H -1.09691 -0.75055 1.72042
9 H -2.02333 0.73613 -0.32905
10 H -0.11595 2.93690 2.57694
11 H -0.01578 -2.26423 -1.04923
12 H 2.48172 -0.96457 -0.57660
13 H 0.93502 -1.46163 -2.38263
14 H -0.85329 -0.08078 -2.30930
15 H 0.36356 0.73979 -1.14937
16 H 1.56093 -2.05252 0.35979
17 H -0.45184 0.71494 1.44946
18 H 0.38949 -0.55217 0.76130
19 H -1.96859 -0.99615 -0.47447

Forces on atoms 1 to 2 (eV/Å):
-0.132 -1.420 -0.976
-0.601 1.240 0.385

- multiplicity = 1
- HOMO-LUMO gap (Eh) = 0.39364
- HOMO level (eV) = -13.62
- charge = +1

---

(11)
Molecular formula: C3H13N2O
Method: DFT, the ωB97M-V functional and the def2-TZVPD basis

Geometry (Å):
1 O -0.45590 0.01620 3.31117
2 N -1.01213 1.31834 -1.81284
3 N 0.17701 -1.00610 0.81959
4 C 1.49566 0.14752 -1.14409
5 C 0.28432 0.08769 -0.18593
6 C -0.94231 0.02999 -1.07368
7 H -0.39193 -1.71045 0.39150
8 H 1.49501 1.07147 -1.76283
9 H -1.91521 -0.25594 -0.69995
10 H 1.03509 -1.45250 1.01369
11 H -0.42527 1.35611 -2.60050
12 H 1.83813 -0.89375 -1.67833
13 H -0.93470 -0.88178 -1.73954
14 H 2.33485 0.33488 -0.47447
15 H -0.24002 -0.70547 3.90725
16 H -2.06391 1.51910 -2.02209
17 H -0.34749 -0.85118 1.75799
18 H 0.16927 1.02297 0.33469
19 H -0.10048 0.85290 3.65837

Forces on atoms 1 to 2 (eV/Å):
-0.024 0.061 -0.383
-3.779 -0.596 1.806

- multiplicity = 1
- HOMO-LUMO gap (Eh) = 0.36193
- HOMO level (eV) = -13.18
- charge = +1

---

(12)
Molecular formula: C3H13N2O
Method: DFT, the ωB97M-V functional and the def2-TZVPD basis

Geometry (Å):
1 O -1.64887 -1.60457 2.47922
2 N 0.25692 -0.63150 -0.10137
3 N -1.22280 1.79740 -0.54114
4 C 0.37366 0.14752 -1.43362
5 C 0.06364 1.63504 -1.10208
6 C 1.64323 -1.09777 0.34583
7 H 1.57564 -1.53964 1.33913
8 H -0.04909 -0.15627 0.74125
9 H -1.11884 1.88409 0.50421
10 H 2.44916 -0.39121 0.06955
11 H 0.86570 1.92864 -0.38640
12 H -1.65480 2.73126 -0.71077
13 H 1.95981 -1.93169 -0.27730
14 H -2.21181 -0.82093 2.46257
15 H -2.32931 -2.27029 2.65318
16 H 1.34508 -0.13997 -1.84495
17 H -0.21992 -1.53150 -0.23946
18 H 0.38371 2.27461 -1.95032
19 H -0.46112 -0.28321 -2.00752

Forces on atoms 1 to 2 (eV/Å):
-0.427 0.415 -0.508
2.533 -1.081 -0.344

- <S²> = 0.754
- multiplicity = 2
- HOMO-LUMO gap (alpha / beta) (Eh) = 0.38593 / 0.15990
- HOMO level (alpha / beta) (eV) = -18.50 / -18.50
- charge = +2

---

Largest force on an atom? In order: 0.0822; 0.0375; 0.0914; 0.0693; 0.0407; 0.0672; 0.0728; 0.1894; 0.0529; 0.0336; 0.0823; 0.0952 hartree/bohr.
Calculated total energy? In order: -9446.3313; -9437.7893; -11494.1192; -11494.2549; -13542.2521; -19056.1106; -96992.8717; -8340.7732; -8342.9682; -8343.3772; -8342.1664; -8328.1908 eV.